Run 1
{"formula": "C10H16", "method": "wB97M-V/def2-TZVPD", "homo_energy_ev": -8.74, "homo_lumo_gap_ev": 9.76, "lumo_ev": 1.02, "total_charge": 0, "smiles": "CCc1ccccc1.CC", "species": ["C", "C", "C", "C", "C", "C", "C", "C", "H", "H", "H", "H", "H", "H", "H", "H", "H", "H", "C", "C", "H", "H", "H", "H", "H", "H"], "coordinates": [[-0.27497, 1.32503, 1.87266], [0.70980, 1.75725, 0.75095], [0.23178, 1.42891, -0.66070], [-1.11143, 1.07261, -0.77568], [-1.65642, 0.87314, -2.05839], [-0.72586, 0.90684, -3.14991], [0.65173, 1.23359, -2.97334], [1.16525, 1.58515, -1.72737], [0.33918, 0.76041, 2.53681], [-0.97751, 0.53654, 1.49317], [-0.77120, 2.16110, 2.42475], [0.59323, 2.89869, 0.81350], [1.72304, 1.44301, 0.98798], [-1.79199, 1.02578, 0.16743], [-2.67664, 0.80340, -2.29589], [-1.03143, 0.54979, -4.08736], [1.44258, 0.79575, -3.70457], [2.09129, 1.85844, -1.55737], [1.01020, -2.60753, 1.28151], [-0.45111, -3.11257, 1.71917], [1.60993, -3.36167, 1.59525], [1.01514, -2.62171, 0.17923], [1.18971, -1.53156, 1.63240], [-0.92863, -3.65789, 0.87409], [-0.95029, -2.29043, 2.25247], [-0.42539, -3.83204, 2.40923]]}

***

Run 2
{"formula": "C10H16", "method": "wB97M-V/def2-TZVPD", "homo_energy_ev": -8.93, "homo_lumo_gap_ev": 9.97, "lumo_ev": 1.04, "total_charge": 0, "smiles": "CCc1ccccc1.CC", "species": ["C", "C", "C", "C", "C", "C", "C", "C", "H", "H", "H", "H", "H", "H", "H", "H", "H", "H", "C", "C", "H", "H", "H", "H", "H", "H"], "coordinates": [[1.77566, -0.42487, -1.50087], [2.40220, -0.15598, -0.13168], [1.29255, 0.12451, 0.86295], [0.96666, 1.46111, 1.13799], [0.09072, 1.72463, 2.18693], [-0.55535, 0.67108, 2.83833], [-0.20968, -0.65014, 2.58121], [0.64158, -0.90179, 1.51526], [1.14487, -1.32084, -1.49558], [2.59620, -0.43180, -2.22130], [1.04642, 0.29415, -1.85174], [3.15686, -0.88908, 0.17585], [3.16054, 0.64031, -0.22227], [1.44871, 2.26356, 0.59819], [-0.18114, 2.73695, 2.45699], [-1.30968, 0.88245, 3.58710], [-0.62580, -1.49027, 3.11591], [0.77959, -1.93705, 1.22237], [-1.74414, 0.10029, -2.32965], [-2.62211, -0.76826, -1.38675], [-0.90168, -0.55077, -2.55803], [-2.32857, 0.27477, -3.23404], [-1.36328, 1.03478, -1.93798], [-2.72364, -1.81445, -1.63562], [-3.64231, -0.36324, -1.39790], [-2.29519, -0.51004, -0.37568]]}

***

Run 3
{"formula": "C10H16", "method": "wB97M-V/def2-TZVPD", "homo_energy_ev": -9.05, "homo_lumo_gap_ev": 10.04, "lumo_ev": 0.99, "total_charge": 0, "smiles": "Cc1ccccc1.CCC", "species": ["C", "C", "C", "C", "C", "C", "C", "H", "H", "H", "H", "H", "H", "H", "H", "C", "C", "C", "H", "H", "H", "H", "H", "H", "H", "H"], "coordinates": [[2.34307, 0.09908, -0.96393], [1.80539, -0.42691, 0.32770], [2.45423, -0.14902, 1.50260], [1.92623, -0.50347, 2.73009], [0.83166, -1.32683, 2.85224], [0.28119, -1.77814, 1.63096], [0.63246, -1.21766, 0.41883], [1.83579, 1.02054, -1.35362], [2.31889, -0.57633, -1.81876], [3.39642, 0.34870, -0.97647], [3.40685, 0.38600, 1.54502], [2.34407, 0.01832, 3.58030], [0.24020, -1.51369, 3.74216], [-0.57514, -2.46085, 1.51493], [0.16552, -1.35252, -0.55493], [-1.53993, 1.99358, -0.91940], [-2.62990, 1.11131, -1.53987], [-2.41543, -0.48755, -1.41165], [-0.63858, 1.80841, -1.50579], [-1.68131, 3.05458, -1.09813], [-1.31803, 1.78957, 0.12439], [-2.65918, 1.21602, -2.62758], [-3.60609, 1.20852, -1.06599], [-2.06279, -0.87854, -0.47579], [-1.47482, -0.48854, -1.97449], [-3.38076, -0.89458, -1.68282]]}

***

Run 4
{"formula": "C10H16", "method": "wB97M-V/def2-TZVPD", "homo_energy_ev": -9.03, "homo_lumo_gap_ev": 10.02, "lumo_ev": 0.98, "total_charge": 0, "smiles": "CCc1ccccc1.CC", "species": ["C", "C", "C", "C", "C", "C", "C", "C", "H", "H", "H", "H", "H", "H", "H", "H", "H", "H", "C", "C", "H", "H", "H", "H", "H", "H"], "coordinates": [[-1.96516, 0.94589, -1.02651], [-0.60262, 1.59968, -0.76482], [0.58747, 0.76584, -1.18126], [1.70757, 1.43481, -1.67719], [2.94473, 0.82513, -1.83717], [3.09607, -0.49924, -1.43453], [2.02422, -1.15859, -0.87727], [0.76833, -0.56232, -0.80600], [-2.74219, 1.34763, -0.38499], [-1.88355, -0.13443, -0.92817], [-2.25772, 1.06194, -2.07149], [-0.56750, 2.54294, -1.30716], [-0.49492, 1.84605, 0.29437], [1.63417, 2.47238, -1.98556], [3.76646, 1.46683, -2.11867], [4.08551, -0.93707, -1.52253], [2.11739, -2.15475, -0.45458], [-0.08431, -1.14571, -0.49232], [-1.17649, -1.10104, 3.26447], [-1.85523, -1.27848, 1.89325], [-0.18942, -0.66288, 3.17084], [-1.80371, -0.53154, 3.95184], [-1.07256, -2.09537, 3.70525], [-1.05133, -1.49471, 1.19380], [-2.42035, -0.44374, 1.47736], [-2.56488, -2.10927, 1.91904]]}

***

The structure with the greatest stability is run 4.

***

Run 1
{"formula": "C10H16", "method": "wB97M-V/def2-TZVPD", "homo_energy_ev": -9.07, "homo_lumo_gap_ev": 10.03, "lumo_ev": 0.96, "total_charge": 0, "smiles": "CCc1ccccc1.CC", "species": ["C", "C", "C", "C", "C", "C", "C", "C", "H", "H", "H", "H", "H", "H", "H", "H", "H", "H", "C", "C", "H", "H", "H", "H", "H", "H"], "coordinates": [[3.09383, -0.98194, 1.50673], [2.29280, -0.88904, 0.18289], [1.26554, 0.19749, 0.31414], [0.13048, -0.05504, 1.10113], [-0.70844, 0.96388, 1.49163], [-0.66409, 2.21245, 0.84966], [0.39730, 2.43425, -0.00200], [1.32844, 1.44135, -0.29884], [4.16527, -0.85492, 1.34431], [3.00180, -1.88639, 2.11200], [2.77507, -0.17757, 2.16929], [2.99894, -0.71273, -0.63351], [1.86615, -1.85515, -0.10178], [0.01958, -1.07855, 1.44089], [-1.42756, 0.79518, 2.27707], [-1.42678, 2.90177, 1.17979], [0.61930, 3.41339, -0.40628], [2.19806, 1.71317, -0.86205], [-2.21618, -1.46927, -1.96159], [-3.37754, -0.50816, -1.60872], [-2.22702, -1.82258, -2.97665], [-1.33101, -0.90161, -1.64662], [-2.12372, -2.22894, -1.17811], [-3.08496, -0.20037, -0.61464], [-4.38077, -0.91408, -1.61214], [-3.18447, 0.46340, -2.06660]]}

***

Run 2
{"formula": "C10H16", "method": "wB97M-V/def2-TZVPD", "homo_energy_ev": -8.88, "homo_lumo_gap_ev": 9.87, "lumo_ev": 0.98, "total_charge": 0, "smiles": "Cc1ccccc1.CCC", "species": ["C", "C", "C", "C", "C", "C", "C", "H", "H", "H", "H", "H", "H", "H", "H", "C", "C", "C", "H", "H", "H", "H", "H", "H", "H", "H"], "coordinates": [[-2.71811, -0.19353, 1.66701], [-1.85793, -0.75067, 0.59118], [-0.83824, -1.55232, 1.12984], [-0.03791, -2.33044, 0.32496], [-0.10863, -2.03955, -1.04854], [-0.88054, -1.03867, -1.57155], [-1.82852, -0.39867, -0.73924], [-3.77096, 0.06774, 1.49178], [-2.25556, 0.77851, 1.93138], [-2.75313, -0.75714, 2.60922], [-0.68520, -1.48241, 2.20478], [0.68977, -3.06408, 0.64283], [0.45630, -2.68186, -1.74226], [-1.01491, -0.69797, -2.60394], [-2.56665, 0.29833, -1.12308], [3.04103, 1.76004, -0.83964], [1.72361, 1.03587, -0.67297], [0.78671, 1.47557, 0.48101], [3.66274, 1.81396, 0.05005], [2.79267, 2.81527, -1.12608], [3.61145, 1.21445, -1.59583], [1.23849, 1.01994, -1.65989], [1.74466, -0.06746, -0.54506], [0.54122, 2.54294, 0.43423], [-0.17175, 1.05861, 0.26779], [1.19938, 1.17356, 1.44202]]}

***

The structure with the greatest stability is run 1.

***

Run 1
{"formula": "C10H16", "method": "wB97M-V/def2-TZVPD", "homo_energy_ev": -8.97, "homo_lumo_gap_ev": 9.93, "lumo_ev": 0.96, "total_charge": 0, "smiles": "CCc1ccccc1.CC", "species": ["C", "C", "C", "C", "C", "C", "C", "C", "H", "H", "H", "H", "H", "H", "H", "H", "H", "H", "C", "C", "H", "H", "H", "H", "H", "H"], "coordinates": [[2.52045, -0.68608, 2.16527], [1.20233, -0.45880, 1.37830], [1.17781, 0.12050, -0.01348], [0.77879, 1.41844, -0.24561], [0.43822, 1.80505, -1.54039], [0.53955, 0.90939, -2.57440], [0.91803, -0.41502, -2.31040], [1.32522, -0.80571, -1.05750], [2.34231, -1.35028, 3.00839], [2.99758, 0.25858, 2.38382], [3.16248, -1.28165, 1.51475], [0.62540, -1.38548, 1.42839], [0.65382, 0.19869, 2.04455], [0.92032, 2.19684, 0.49615], [0.04889, 2.79585, -1.73511], [0.40582, 1.11891, -3.62928], [0.92249, -1.09656, -3.15601], [1.53573, -1.83806, -0.80625], [-2.44999, -0.66176, 0.78968], [-3.23718, 0.26136, -0.17969], [-1.78641, -1.24987, 0.16557], [-1.79585, -0.22015, 1.52244], [-3.12084, -1.25402, 1.41008], [-2.91845, 0.04133, -1.17902], [-4.28107, 0.28362, 0.10165], [-2.92545, 1.29490, 0.01812]]}

***

Run 2
{"formula": "C10H16", "method": "wB97M-V/def2-TZVPD", "homo_energy_ev": -8.94, "homo_lumo_gap_ev": 9.91, "lumo_ev": 0.98, "total_charge": 0, "smiles": "Cc1ccccc1.CCC", "species": ["C", "C", "C", "C", "C", "C", "C", "H", "H", "H", "H", "H", "H", "H", "H", "C", "C", "C", "H", "H", "H", "H", "H", "H", "H", "H"], "coordinates": [[2.00982, 0.53515, 1.60011], [0.77121, -0.22394, 1.53911], [0.85490, -1.63544, 1.48199], [-0.34848, -2.29364, 1.57593], [-1.61902, -1.69331, 1.76897], [-1.65675, -0.35020, 1.66819], [-0.45292, 0.34535, 1.62318], [2.01065, 1.56467, 1.35127], [2.66859, -0.19095, 1.15975], [2.40638, 0.44428, 2.69114], [1.84608, -2.16573, 1.24992], [-0.30565, -3.32588, 1.57430], [-2.57056, -2.33292, 1.96497], [-2.64877, 0.07473, 1.77568], [-0.61515, 1.39816, 2.13217], [-0.77394, 2.17136, -2.07468], [0.36758, 1.08926, -2.31916], [-0.09132, -0.35284, -2.64193], [-0.43341, 3.11134, -1.88985], [-1.13893, 1.75950, -0.96792], [-1.62494, 1.92681, -2.78491], [1.06714, 1.37695, -3.11802], [0.96538, 0.98036, -1.43736], [-0.86802, -0.62430, -1.92343], [-0.49562, -0.46060, -3.70318], [0.67575, -1.12818, -2.29624]]}

***

The structure with the greatest stability is run 1.

***

Run 1
{"formula": "C10H16", "method": "wB97M-V/def2-TZVPD", "homo_energy_ev": -9.02, "homo_lumo_gap_ev": 10.08, "lumo_ev": 1.06, "total_charge": 0, "smiles": "Cc1ccccc1.CCC", "species": ["C", "C", "C", "C", "C", "C", "C", "H", "H", "H", "H", "H", "H", "H", "H", "C", "C", "C", "H", "H", "H", "H", "H", "H", "H", "H"], "coordinates": [[-1.48209, -2.20179, 0.70981], [-0.81815, -0.98990, 1.35532], [-1.35621, 0.31178, 1.14194], [-0.69341, 1.34073, 1.79216], [0.54842, 1.18098, 2.38251], [1.04424, -0.09038, 2.64757], [0.33940, -1.16674, 2.08996], [-2.49392, -1.99390, 0.36744], [-1.60059, -2.95241, 1.49343], [-0.83845, -2.48614, -0.11604], [-2.36276, 0.39397, 0.76076], [-1.25207, 2.27329, 1.81204], [1.08218, 2.03879, 2.77629], [1.82858, -0.31386, 3.35438], [0.68597, -2.14192, 2.41598], [1.76999, 0.86847, -1.74308], [0.79368, 0.09580, -2.59766], [-0.58744, 0.70459, -2.59381], [2.05799, 1.86106, -2.12118], [2.75495, 0.45936, -1.52203], [1.41491, 1.12180, -0.73223], [1.23870, -0.12098, -3.56878], [0.71139, -0.90679, -2.14496], [-1.12801, 0.84636, -1.66306], [-0.50878, 1.74038, -2.96109], [-1.14850, 0.12746, -3.33567]]}

***

Run 2
{"formula": "C10H16", "method": "wB97M-V/def2-TZVPD", "homo_energy_ev": -8.98, "homo_lumo_gap_ev": 9.97, "lumo_ev": 0.98, "total_charge": 0, "smiles": "Cc1ccccc1.CCC", "species": ["C", "C", "C", "C", "C", "C", "C", "H", "H", "H", "H", "H", "H", "H", "H", "C", "C", "C", "H", "H", "H", "H", "H", "H", "H", "H"], "coordinates": [[1.42792, 2.05768, -2.50446], [1.14298, 0.76227, -1.80926], [-0.08910, 0.24575, -2.23286], [-0.54583, -0.97449, -1.65862], [0.33571, -1.73453, -0.90981], [1.59412, -1.27258, -0.53813], [1.97241, -0.03320, -1.02398], [0.85726, 2.88371, -2.07739], [1.13058, 2.18096, -3.54134], [2.45049, 2.44028, -2.38314], [-0.70719, 0.54228, -3.07474], [-1.55320, -1.33786, -1.76809], [-0.10911, -2.64174, -0.51094], [2.38220, -1.82336, -0.04163], [2.91885, 0.35551, -0.65715], [-1.06735, -1.39875, 2.18512], [-1.64454, -0.11225, 2.78379], [-1.02719, 1.04441, 1.99265], [-1.26236, -1.39339, 1.10623], [-1.42317, -2.39815, 2.46637], [0.00153, -1.55987, 2.24775], [-2.72200, -0.15069, 2.72527], [-1.41291, 0.04208, 3.84097], [-1.48730, 2.03292, 2.18450], [0.00907, 1.28497, 2.27311], [-1.17186, 0.95807, 0.92580]]}

***

The structure with the greatest stability is run 1.